No. 1
ORCA calculation (ωB97M-V/def2-TZVPD) on one molecule with the formula O2Si at a distorted geometry.

```
3
Properties=species:S:1:pos:R:3:mulliken_charge:R:1
O 1.33 0.08 -0.05 -0.315
O -1.16 -0.63 -0.03 -0.297
Si -0.17 0.55 0.08 0.612
```

Output
Relative energy (zero: lowest compared OMol25 entry of this formula, charge and spin) in kcal/mol: 50.2
LUMO level in Ha: -0.144
Frontier orbital gap in eV: 7.30
Total charge: 0
HOMO in eV: -11.21

No. 2
ORCA calculation (ωB97M-V/def2-TZVPD) on C2H8ClO2V as an isolated structure at a distorted geometry.

```
14
Properties=species:S:1:pos:R:3:lowdin_spin:R:1
V -3.25 -3.16 -1.52 3.015
Cl -1.60 -1.24 -1.41 -0.017
C 2.17 0.92 -1.37 0.052
O 1.70 -0.20 -2.13 0.273
H 2.13 0.73 -0.29 0.020
H 3.22 1.04 -1.64 0.000
H 1.65 1.84 -1.67 0.026
H 0.81 -0.42 -1.84 0.001
C -0.99 0.04 2.35 0.118
O -1.94 0.55 1.47 0.413
H -1.10 0.59 3.28 0.000
H -0.91 -1.06 2.38 0.039
H -0.03 0.25 1.81 0.061
H -1.85 0.12 0.57 0.000
```

Output
Relative energy (zero: lowest compared OMol25 entry of this formula, charge and spin) in kcal/mol: 78.9
LUMO level (alpha / beta) in Ha: -0.423 / -0.465
Frontier orbital gap (alpha / beta) in eV: 6.71 / 2.97
Total charge: +2
HOMO (alpha / beta) in eV: -18.21 / -15.63
Spin multiplicity: 5

No. 3
ORCA calculation (ωB97M-V/def2-TZVPD) on a 9-piece molecular cluster, C30H71N9O8 overall at a distorted geometry.

```
118
Properties=species:S:1:pos:R:3:mulliken_charge:R:1
C -5.46 4.13 -2.88 -1.285
C -4.11 4.05 -2.17 -0.246
N -4.11 2.89 -1.26 0.333
C -4.72 3.25 0.02 -0.494
C -5.19 2.02 0.81 -1.290
C -2.70 2.48 -1.12 -0.522
C -2.43 1.12 -0.46 -0.331
H -5.48 3.32 -3.61 0.254
H -5.71 5.04 -3.44 0.426
H -6.24 4.06 -2.12 0.287
H -3.32 3.96 -2.92 0.140
H -3.85 4.94 -1.58 0.355
H -4.05 3.89 0.62 0.371
H -5.61 3.88 -0.09 0.461
H -4.60 1.14 0.96 0.205
H -5.71 2.36 1.72 0.422
H -6.03 1.58 0.25 0.307
H -2.08 3.23 -0.61 0.029
H -2.22 2.32 -2.09 0.359
H -3.17 0.39 -0.79 0.468
H -2.39 1.17 0.62 0.192
H -1.49 0.79 -0.91 -0.450
C 2.67 0.60 5.52 0.055
O 3.37 -0.38 5.67 -0.606
N 2.82 1.46 4.48 0.382
C 1.88 2.55 4.34 -0.956
C 4.05 1.48 3.74 -1.018
H 1.81 0.84 6.16 0.350
H 0.94 2.35 4.86 0.263
H 1.75 2.80 3.28 0.342
H 2.36 3.48 4.68 0.345
H 4.64 2.38 3.91 0.362
H 4.72 0.63 3.85 0.364
H 3.84 1.45 2.66 0.169
C -1.93 -1.79 -2.69 0.754
O -2.37 -2.56 -1.85 -0.764
N -2.63 -1.31 -3.73 0.092
C -4.04 -1.51 -3.97 -0.982
C -1.97 -0.40 -4.67 -1.000
H -0.93 -1.34 -2.63 -0.085
H -4.59 -0.76 -3.39 0.285
H -4.29 -2.52 -3.62 0.326
H -4.34 -1.36 -5.00 0.340
H -2.26 0.64 -4.52 0.285
H -0.89 -0.40 -4.52 0.337
H -2.21 -0.75 -5.67 0.374
C 0.43 3.25 -3.44 -0.018
O 0.30 2.52 -2.48 -0.551
N -0.18 4.44 -3.64 0.286
C 0.01 5.16 -4.89 -0.991
C -0.80 5.25 -2.62 -0.797
H 1.17 3.06 -4.23 0.363
H 0.55 6.09 -4.71 0.354
H -0.96 5.32 -5.36 0.297
H 0.65 4.66 -5.63 0.350
H -1.00 4.60 -1.76 0.035
H -0.16 6.06 -2.27 0.363
H -1.77 5.60 -2.97 0.365
C -1.23 -4.52 2.68 0.173
O -1.95 -4.78 3.64 -0.683
N -1.32 -5.09 1.47 0.169
C -0.63 -4.54 0.30 -1.251
C -2.42 -6.00 1.21 -1.023
H -0.48 -3.72 2.74 0.370
H -1.18 -3.76 -0.22 0.608
H -0.37 -5.40 -0.32 0.373
H 0.30 -4.14 0.70 0.228
H -3.25 -5.96 1.91 0.351
H -2.81 -5.92 0.19 0.342
H -2.09 -7.04 1.20 0.322
C 7.18 0.63 1.95 -0.012
O 6.90 -0.49 2.33 -0.539
N 6.53 1.30 0.97 0.283
C 6.80 2.67 0.57 -1.002
C 5.72 0.53 0.03 -1.245
H 7.89 1.30 2.48 0.352
H 6.12 2.91 -0.24 0.345
H 7.79 2.73 0.10 0.358
H 6.79 3.33 1.44 0.322
H 4.71 0.94 -0.03 0.371
H 6.14 0.58 -0.98 0.407
H 5.66 -0.55 0.17 0.380
C 1.19 -0.55 -0.54 -0.049
O 1.73 -1.28 -1.35 -0.583
N 1.26 -0.73 0.80 0.712
C 0.75 0.31 1.72 -0.425
C 2.19 -1.69 1.37 -0.551
H 0.61 0.33 -0.85 0.183
H -0.14 0.82 1.36 -0.020
H 1.53 1.04 1.93 0.168
H 0.52 -0.24 2.63 0.116
H 1.91 -2.63 0.91 -0.042
H 3.22 -1.51 1.04 0.032
H 2.21 -1.76 2.46 0.381
C 2.00 -4.57 -3.98 0.133
O 1.55 -5.20 -4.93 -0.631
N 3.14 -4.91 -3.34 0.074
C 3.61 -4.05 -2.29 -1.054
C 3.97 -6.05 -3.73 -0.994
H 1.49 -3.69 -3.58 0.348
H 4.64 -4.31 -2.04 0.404
H 3.14 -4.29 -1.33 0.304
H 3.68 -2.98 -2.50 0.401
H 4.80 -5.68 -4.34 0.323
H 4.37 -6.48 -2.81 0.357
H 3.41 -6.76 -4.31 0.332
C -1.53 -0.21 6.26 0.115
O -0.72 0.66 6.01 -0.562
N -2.18 -0.89 5.29 0.180
C -3.03 -2.06 5.53 -0.830
C -2.11 -0.49 3.91 -0.790
H -1.87 -0.59 7.24 0.264
H -4.01 -1.94 5.06 0.283
H -3.14 -2.10 6.61 0.302
H -2.53 -2.95 5.15 0.332
H -2.07 -1.35 3.23 0.276
H -3.03 0.06 3.65 0.453
H -1.30 0.18 3.63 -0.004
```

Output
Relative energy (zero: lowest compared OMol25 entry of this formula, charge and spin) in kcal/mol: 18.3
LUMO level in Ha: 0.008
Frontier orbital gap in eV: 9.10
Total charge: 0
HOMO in eV: -8.89

No. 4
ORCA calculation (ωB97M-V/def2-TZVPD) on one molecule with the formula C6H12O at a distorted geometry.

```
19
Properties=species:S:1:pos:R:3:mulliken_charge:R:1
C 2.09 -0.54 -0.59 -0.525
C 0.66 -0.82 0.07 -0.416
C -1.64 0.05 0.75 -0.853
C -2.52 0.25 -0.47 -0.999
C -0.12 0.39 0.45 0.719
C 0.31 1.65 0.60 -1.026
O 2.91 -1.69 -0.41 -0.516
H 3.83 -1.40 -0.55 0.315
H 1.97 -0.37 -1.67 0.246
H 2.62 0.31 -0.16 0.316
H 0.10 -1.43 -0.65 0.283
H 0.81 -1.44 0.95 0.316
H -1.73 -0.97 1.13 0.297
H -1.98 0.71 1.57 0.391
H 1.33 1.95 0.42 0.240
H -0.37 2.44 0.91 0.287
H -2.27 -0.46 -1.26 0.295
H -3.58 0.10 -0.21 0.335
H -2.42 1.26 -0.88 0.295
```

Output
Relative energy (zero: lowest compared OMol25 entry of this formula, charge and spin) in kcal/mol: 29.0
LUMO level in Ha: 0.034
Frontier orbital gap in eV: 10.32
Total charge: 0
HOMO in eV: -9.38

No. 5
ORCA calculation (ωB97M-V/def2-TZVPD) on one molecule with the formula C6H14S2 at a distorted geometry.

```
22
Properties=species:S:1:pos:R:3:mulliken_charge:R:1
C -0.99 -0.96 0.44 0.339
C -1.13 -2.37 1.07 -1.226
C -2.28 -0.21 0.30 -0.767
S -2.25 1.20 -0.88 -0.130
S -0.92 2.49 -0.19 -0.110
C 0.68 2.02 -0.89 -0.860
C 1.63 1.25 0.02 -0.140
C 2.38 0.14 -0.73 -1.125
H -0.42 -1.10 -0.49 0.228
H -0.21 -0.46 1.02 -0.117
H -2.18 -2.62 1.24 0.335
H -0.62 -2.39 2.03 0.318
H -0.74 -3.17 0.43 0.287
H -2.65 0.22 1.24 0.320
H -3.04 -0.88 -0.08 0.414
H 1.16 2.96 -1.18 0.425
H 0.49 1.51 -1.83 0.385
H 2.33 1.95 0.49 0.400
H 1.05 0.77 0.80 0.103
H 2.65 0.45 -1.74 0.334
H 1.74 -0.74 -0.80 0.241
H 3.33 -0.07 -0.26 0.346
```

Output
Relative energy (zero: lowest compared OMol25 entry of this formula, charge and spin) in kcal/mol: 5.6
LUMO level in Ha: 0.033
Frontier orbital gap in eV: 9.71
Total charge: 0
HOMO in eV: -8.82

No. 6
ORCA calculation (ωB97M-V/def2-TZVPD) on C5H12NO3 as an isolated structure at a distorted geometry.

```
21
Properties=species:S:1:pos:R:3:mulliken_charge:R:1
C 1.08 0.42 -1.17 -0.784
O -0.36 0.54 -1.50 -0.793
C 1.50 1.24 0.07 -0.331
C 0.92 0.34 1.27 -0.597
C 0.65 -1.15 1.14 -0.545
C -0.77 -1.55 0.80 0.189
N -1.28 -1.22 -0.38 -0.536
O -1.39 -2.41 1.52 -0.806
H 1.43 1.08 -2.11 0.263
H 1.36 -0.65 -1.18 0.382
H 0.75 2.12 -0.03 0.238
H 2.64 1.44 0.19 0.314
H 1.70 0.53 2.12 0.318
H -0.06 0.79 1.57 0.251
H 0.92 -1.62 2.17 0.178
H 1.21 -1.59 0.39 0.353
H -2.24 -1.53 -0.55 0.226
H -0.99 -0.12 -0.98 0.607
H -2.23 1.69 -0.50 0.306
H -2.15 0.59 -1.70 0.429
O -2.71 1.08 -1.14 -0.663
```

Output
Relative energy (zero: lowest compared OMol25 entry of this formula, charge and spin) in kcal/mol: 92.6
LUMO level in Ha: 0.140
Frontier orbital gap in eV: 7.62
Total charge: -1
HOMO in eV: -3.81

No. 7
ORCA calculation (ωB97M-V/def2-TZVPD) on C48H38N10OPPdSe2 as an isolated structure at a distorted geometry.

```
101
Properties=species:S:1:pos:R:3:mulliken_charge:R:1
Pd 0.18 -0.79 0.24 -0.001
C 5.78 -0.61 0.04 -1.277
N 4.39 -0.50 0.47 0.766
C 3.27 -0.55 -0.23 -0.506
N 2.23 -0.48 0.60 0.595
C 2.81 -0.43 1.83 -1.138
N 4.11 -0.45 1.79 -0.807
C 6.53 0.70 0.07 1.058
C 7.91 0.65 0.03 -0.909
C 8.65 1.82 0.11 -0.718
C 8.01 3.05 0.20 -0.836
C 6.63 3.10 0.19 0.078
C 5.88 1.93 0.14 -0.266
C 5.98 4.43 0.22 0.420
N 6.53 5.53 0.52 -0.463
N 5.57 6.52 0.30 -0.375
C 4.53 5.92 -0.09 0.443
O 4.69 4.57 -0.17 -0.270
C 3.27 6.54 -0.57 -0.047
C 3.09 7.90 -0.42 -0.840
C 1.96 8.51 -0.95 -0.797
C 1.02 7.76 -1.63 -0.949
C 1.19 6.40 -1.76 0.678
C 0.22 5.60 -2.58 -0.926
N 0.03 4.25 -2.04 0.906
C -0.27 3.91 -0.81 -0.478
N -0.50 2.59 -0.76 0.169
C -0.31 2.19 -2.06 -0.889
N 0.00 3.17 -2.85 -1.033
C 2.32 5.78 -1.22 0.157
H 5.80 -1.11 -0.93 0.387
H 6.25 -1.29 0.76 0.476
H 3.24 -0.60 -1.31 0.568
H 2.26 -0.36 2.76 0.794
H 8.42 -0.30 -0.03 0.479
H 9.73 1.78 0.10 0.423
H 8.57 3.97 0.27 0.549
H 4.80 2.00 0.17 0.613
H 3.86 8.48 0.08 0.559
H 1.83 9.58 -0.85 0.429
H 0.14 8.24 -2.05 0.452
H 0.57 5.48 -3.60 0.330
H -0.75 6.09 -2.62 0.442
H -0.32 4.61 0.01 0.635
H -0.42 1.17 -2.40 0.626
H 2.50 4.72 -1.35 0.781
C -0.57 0.77 5.38 -0.267
C -2.01 -0.86 5.19 -0.552
C -2.20 -0.21 3.86 -0.683
C -0.74 1.14 2.20 3.697
C -0.02 2.04 3.19 -1.562
C 0.17 1.74 4.48 -0.845
P -1.94 1.73 1.00 1.276
C -2.97 3.04 1.38 1.453
C -3.00 3.52 2.71 -0.628
C -3.83 4.57 3.02 -0.861
C -4.59 5.17 2.01 -0.591
C -4.52 4.74 0.68 -0.916
C -3.71 3.68 0.35 -0.570
C -2.58 0.40 0.13 1.207
C -3.97 0.48 -0.22 -1.358
C -4.57 -0.58 -0.84 -0.960
C -3.79 -1.71 -1.14 -1.030
C -2.44 -1.79 -0.83 -0.629
C -1.76 -0.76 -0.19 0.353
H -0.39 1.11 6.39 0.891
H -2.75 -1.54 5.61 0.473
H -3.19 -0.27 3.42 0.766
H 0.50 2.89 2.76 0.749
H 0.86 2.40 5.00 0.502
H -2.40 3.05 3.48 0.206
H -3.90 4.93 4.03 0.507
H -5.23 6.01 2.26 0.464
H -5.11 5.24 -0.08 0.488
H -3.63 3.35 -0.68 0.594
H -4.55 1.34 0.04 0.540
H -5.62 -0.55 -1.08 0.494
H -4.26 -2.55 -1.64 0.479
H -1.92 -2.69 -1.10 0.566
Se -0.26 -4.10 0.94 0.054
Se 1.24 -3.48 2.60 0.067
C 0.23 -2.06 3.42 -1.055
C 0.25 -1.90 4.75 -0.680
C -0.53 -0.87 5.51 -0.442
C -2.06 0.64 5.10 -0.659
C -1.09 -0.17 2.88 -1.258
N -0.21 -1.04 2.59 1.138
C 0.58 -3.56 -0.73 0.057
C 1.01 -4.58 -1.56 -0.714
C 1.40 -4.28 -2.86 -0.425
C 1.35 -2.97 -3.30 -0.932
C 0.94 -2.00 -2.41 -0.132
N 0.56 -2.28 -1.15 0.405
H 0.79 -2.64 5.34 0.495
H -0.36 -1.05 6.57 0.691
H -2.83 1.31 5.45 0.462
H 0.09 0.86 1.52 -0.539
H 1.02 -5.59 -1.20 0.565
H 1.73 -5.07 -3.52 0.445
H 1.63 -2.70 -4.30 0.502
H 0.89 -0.96 -2.70 0.417
```

Output
Relative energy (zero: lowest compared OMol25 entry of this formula, charge and spin) in kcal/mol: 76.0
LUMO level in Ha: -0.373
Frontier orbital gap in eV: 4.17
Total charge: +3
HOMO in eV: -14.33

How do the records compare in electronic energy? In the order shown, they have -439.89623 -1634.77924 -2280.32574 -311.01304 -1033.37114 -478.14104 -7745.77470 Ha.